(1)
Formula: C5H12NO
Source: OMol25
Level of theory: ωB97M-V/def2-TZVPD

Calculated values
E_LUMO: 4.04 eV
Highest occupied orbital energy: -2.59 eV
HOMO-LUMO gap: 6.64 eV
Relative energy (zero: lowest compared OMol25 entry of this formula, charge and spin): 119.1 kJ/mol

Geometry as ORCA input:
```
! RIJCOSX wB97M-V def2-TZVPD def2/J DEFGRID3
* xyz -1 1
C 1.169 -1.944 -0.206
N 0.148 -1.582 0.784
C -1.286 1.554 -1.267
C -0.453 0.316 -0.882
C -0.477 -0.252 0.571
C 0.196 0.816 1.525
O 1.472 0.465 1.795
H 1.989 -1.226 -0.387
H 1.750 -2.818 0.086
H 0.824 -2.124 -1.237
H 0.815 -1.281 1.523
H -0.755 2.325 -0.676
H -2.293 1.461 -0.857
H -1.178 1.918 -2.288
H 0.619 0.431 -1.128
H -0.593 -0.517 -1.569
H -1.552 -0.313 0.736
H -0.525 0.943 2.400
H 0.129 1.829 1.078
*
```

Here are the Löwdin charges for atoms 1 to 8, given in e: C -0.200; N -0.081; C -0.113; C -0.268; C -0.351; C -0.471; O -0.346; H 0.068

***

(2)
Formula: C24H60BCdF4K2N4O4S
Source: OMol25
Level of theory: ωB97M-V/def2-TZVPD

Calculated values
E_LUMO: -3.22 eV
Highest occupied orbital energy: -9.73 eV
HOMO-LUMO gap: 6.51 eV
Relative energy (zero: lowest compared OMol25 entry of this formula, charge and spin): 0.0 kJ/mol

Geometry as ORCA input:
```
! RIJCOSX wB97M-V def2-TZVPD def2/J DEFGRID3
* xyz 1 1
K -0.257 -2.898 3.281
K -0.116 1.375 3.522
Cd -1.787 -1.447 -1.310
S -0.797 0.045 0.637
O -0.100 -0.737 -0.412
O -0.754 -0.785 1.851
O -0.278 1.387 0.901
O -2.157 0.044 0.012
B -2.400 -3.679 -0.873
F -2.396 -2.880 0.293
F -2.632 -4.987 -0.544
F -3.311 -3.121 -1.802
F -1.146 -3.478 -1.494
C 4.711 4.761 -3.029
C 3.524 3.917 -2.557
N 3.725 2.495 -2.813
C 4.096 2.167 -4.178
C 3.054 2.506 -5.237
C 2.652 1.672 -2.260
C 2.944 1.259 -0.824
H 4.662 5.759 -2.593
H 4.676 4.889 -4.112
H 5.641 4.279 -2.730
H 3.465 4.070 -1.479
H 2.613 4.295 -3.041
H 5.027 2.661 -4.459
H 4.313 1.099 -4.267
H 2.148 1.895 -5.183
H 2.695 3.536 -5.166
H 3.461 2.387 -6.244
H 2.655 0.769 -2.878
H 1.661 2.130 -2.373
H 2.766 1.991 -0.033
H 3.974 0.925 -0.703
H 2.292 0.415 -0.571
C -0.839 1.597 -4.345
C -0.887 0.659 -3.118
N -2.038 -0.283 -3.067
C -3.303 0.516 -2.968
C -4.485 -0.215 -2.383
C -2.152 -1.074 -4.325
C -0.940 -1.949 -4.629
H -0.640 1.067 -5.277
H -0.048 2.331 -4.186
H -1.738 2.196 -4.496
H 0.070 0.155 -3.016
H -1.008 1.344 -2.278
H -3.544 0.957 -3.939
H -3.084 1.384 -2.341
H -4.901 -0.988 -3.033
H -5.311 0.491 -2.268
H -4.322 -0.681 -1.413
H -3.018 -1.721 -4.188
H -2.316 -0.380 -5.151
H -0.985 -2.315 -5.655
H -0.021 -1.359 -4.606
H -0.831 -2.797 -3.954
C 2.675 -2.546 0.882
C 2.324 -4.028 0.882
N 1.783 -4.506 2.156
C 1.147 -5.820 2.071
C -0.195 -5.654 1.326
C 2.721 -4.369 3.274
C 3.975 -5.250 3.201
H 1.863 -1.924 1.262
H 2.888 -2.256 -0.147
H 3.580 -2.290 1.439
H 1.605 -4.177 0.076
H 3.165 -4.674 0.594
H 1.783 -6.642 1.731
H 0.839 -6.093 3.087
H -0.582 -6.646 1.067
H -0.990 -5.414 2.044
H -0.208 -5.038 0.437
H 2.155 -4.696 4.157
H 2.971 -3.327 3.484
H 4.612 -4.993 2.356
H 3.725 -6.308 3.117
H 4.550 -5.160 4.124
C -1.118 4.820 3.973
C -2.301 3.924 3.649
N -2.481 2.788 4.553
C -3.719 2.079 4.160
C -3.703 1.405 2.801
C -2.556 3.161 5.967
C -2.592 2.011 6.947
H -1.122 5.265 4.965
H -1.104 5.655 3.269
H -0.151 4.326 3.828
H -3.205 4.554 3.602
H -2.217 3.578 2.616
H -4.016 1.387 4.945
H -4.524 2.833 4.146
H -4.680 0.958 2.616
H -3.513 2.077 1.963
H -2.948 0.624 2.673
H -3.391 3.850 6.164
H -1.657 3.734 6.198
H -3.491 1.404 6.875
H -2.447 2.382 7.961
H -1.732 1.343 6.810
*
```

Here are the Löwdin charges for atoms 1 to 8, given in e: K 0.879; K 0.855; Cd 1.491; S 0.224; O -0.448; O -0.548; O -0.410; O -0.447

***

(3)
Formula: C5H3NO
Source: OMol25
Level of theory: ωB97M-V/def2-TZVPD

Calculated values
E_LUMO: -0.53 eV
Highest occupied orbital energy: -9.22 eV
HOMO-LUMO gap: 8.69 eV
Relative energy (zero: lowest compared OMol25 entry of this formula, charge and spin): 379.1 kJ/mol

Geometry as ORCA input:
```
! RIJCOSX wB97M-V def2-TZVPD def2/J DEFGRID3
* xyz 0 1
N 2.969 -0.675 -0.134
C 1.861 -0.335 -0.079
C 0.520 0.129 0.005
C 0.185 1.537 0.267
O -0.958 1.941 0.329
C -1.817 -1.019 0.061
C -0.586 -0.656 -0.107
H 1.053 2.205 0.411
H -2.573 -1.274 -0.675
H -0.654 -1.854 -0.077
*
```

Here are the Löwdin charges for atoms 1 to 8, given in e: N 0.143; C -0.212; C -0.215; C -0.237; O 0.039; C 0.216; C -0.145; H 0.133

***

(4)
Formula: C11H17BMnN6O
Source: OMol25
Level of theory: ωB97M-V/def2-TZVPD

Calculated values
E_LUMO (spin up / spin down): -10.11 / -9.19 eV
Highest occupied orbital energy (spin up / spin down): -15.31 / -15.76 eV
HOMO-LUMO gap (spin up / spin down): 5.20 / 6.57 eV
⟨S²⟩: 8.819
Relative energy (zero: lowest compared OMol25 entry of this formula, charge and spin): 0.0 kJ/mol

Geometry as ORCA input:
```
! RIJCOSX wB97M-V def2-TZVPD def2/J DEFGRID3
* xyz 2 6
C -0.424 2.645 0.543
N -0.355 1.574 -0.297
N 0.063 1.955 -1.560
C 0.218 3.309 -1.573
C -0.100 3.834 -0.241
B 0.321 0.807 -2.656
N 1.404 -0.212 -2.050
N 1.148 -0.757 -0.806
C 2.214 -1.505 -0.426
C 3.186 -1.448 -1.453
C 2.640 -0.608 -2.450
Mn -0.666 -0.231 0.297
N -0.967 -0.070 -2.552
N -1.343 -0.465 -1.199
C -2.428 -1.252 -1.424
C -2.807 -1.263 -2.800
C -1.884 -0.517 -3.448
H -2.850 -1.667 -0.500
H -1.687 -0.198 -4.500
H -3.722 -1.811 -3.240
H 0.643 1.316 -3.698
H 3.040 -0.274 -3.392
H 0.522 3.826 -2.434
H 4.133 -1.927 -1.431
H -0.089 4.778 0.118
H 2.242 -1.885 0.601
H -0.584 2.458 1.588
H -1.448 -3.607 2.041
C -1.134 -2.955 2.872
H 0.000 -2.751 3.063
H 1.913 -0.298 4.592
H -1.820 -2.154 3.330
C 0.104 0.303 5.065
O 1.001 -0.358 4.157
H -0.754 0.580 4.450
H 0.499 1.209 5.554
H -0.231 -0.379 5.857
*
```

Here are the Löwdin charges for atoms 1 to 8, given in e: C -0.028; N -0.117; N 0.007; C 0.053; C 0.067; B -0.370; N -0.020; N -0.061

***

(5)
Formula: C18H38NO2P2Tb
Source: OMol25
Level of theory: ωB97M-V/def2-TZVPD

Calculated values
E_LUMO (spin up / spin down): -7.83 / -7.69 eV
Highest occupied orbital energy (spin up / spin down): -14.86 / -14.79 eV
HOMO-LUMO gap (spin up / spin down): 7.03 / 7.09 eV
⟨S²⟩: 12.677
Relative energy (zero: lowest compared OMol25 entry of this formula, charge and spin): 0.0 kJ/mol

Geometry as ORCA input:
```
! RIJCOSX wB97M-V def2-TZVPD def2/J DEFGRID3
* xyz 2 7
Tb 0.066 -0.141 0.640
P 0.124 -2.278 -1.117
P 0.346 2.560 0.976
N 1.387 0.566 -1.282
C 1.701 -1.851 -1.985
H 2.412 -2.664 -1.791
H 1.480 -1.870 -3.064
C 2.366 -0.503 -1.632
H 3.048 -0.585 -0.774
H 2.964 -0.155 -2.487
C 1.963 1.961 -1.303
H 1.396 2.561 -2.034
H 2.987 1.881 -1.697
C 1.970 2.631 0.092
H 2.244 3.688 -0.035
H 2.750 2.176 0.729
C 0.442 2.986 2.767
C 0.676 1.693 3.574
H 1.656 1.237 3.389
H -0.101 0.930 3.378
H 0.613 1.918 4.646
C -0.747 3.676 0.054
C -2.223 3.410 0.400
H -2.823 3.563 -0.509
H -2.575 4.107 1.170
H -2.421 2.381 0.734
C -1.205 -2.631 -2.333
C -2.499 -3.156 -1.683
H -3.308 -3.072 -2.425
H -2.812 -2.573 -0.804
H -2.421 -4.219 -1.411
C 0.396 -3.719 0.013
C -0.725 -3.822 1.061
H -0.388 -4.483 1.873
H -1.637 -4.254 0.631
H -1.008 -2.867 1.533
C -2.160 -0.359 1.496
C -0.329 5.151 0.186
H 0.501 5.334 0.884
H -0.023 5.533 -0.797
H -1.186 5.756 0.509
C -0.787 -3.469 -3.557
H -1.598 -4.161 -3.831
H -0.640 -2.822 -4.432
H 0.127 -4.062 -3.415
C 0.591 -5.037 -0.731
H 0.779 -5.836 0.001
H -0.295 -5.328 -1.308
H 1.456 -5.005 -1.403
C -0.754 3.747 3.357
H -1.689 3.177 3.254
H -0.569 3.880 4.434
H -0.892 4.749 2.931
H 1.340 3.624 2.808
H 1.337 -3.479 0.538
H -0.590 3.362 -0.992
H -1.424 -1.604 -2.675
O -3.284 -0.420 1.761
H 0.599 0.541 -1.948
H -1.330 0.397 -0.637
O 2.831 -1.595 2.395
C 1.895 -1.153 1.876
*
```

Here are the Löwdin charges for atoms 1 to 8, given in e: Tb 0.978; P 0.915; P 0.905; N -0.244; C -0.282; H 0.100; H 0.099; C -0.248

***

(6)
Formula: C11H13NO7S
Source: OMol25
Level of theory: ωB97M-V/def2-TZVPD

Calculated values
E_LUMO: 0.52 eV
Highest occupied orbital energy: -8.99 eV
HOMO-LUMO gap: 9.51 eV
Relative energy (zero: lowest compared OMol25 entry of this formula, charge and spin): 0.0 kJ/mol

Geometry as ORCA input:
```
! RIJCOSX wB97M-V def2-TZVPD def2/J DEFGRID3
* xyz 0 1
O -2.095 3.719 1.545
O 0.286 -2.143 -0.609
O 1.448 -2.406 1.516
O -4.014 0.006 2.188
O -4.212 2.050 0.630
O -1.336 1.876 2.633
O 0.078 -0.217 1.033
C -2.029 2.498 1.656
C 3.884 0.106 -2.047
C 4.173 1.113 0.100
C 2.871 -0.712 -1.568
C 3.131 0.329 0.609
C 4.544 1.023 -1.237
C 2.483 -0.558 -0.240
N 5.580 1.806 -1.706
C -0.422 -0.423 2.346
C -2.769 0.274 1.542
C -2.843 1.591 0.774
C -1.672 0.480 2.612
S 1.050 -1.470 0.440
H -4.724 0.491 1.726
H -4.172 3.000 0.403
H 4.169 0.097 -3.099
H 4.681 1.762 0.814
H 2.365 -1.411 -2.272
H 2.827 0.427 1.619
H 5.926 2.564 -1.073
H 5.618 1.999 -2.700
H 0.367 -0.173 3.045
H -0.773 -1.459 2.511
H -2.558 -0.541 0.861
H -2.324 1.505 -0.190
H -2.077 0.257 3.600
*
```

Here are the Löwdin charges for atoms 1 to 8, given in e: O 0.115; O -0.296; O -0.299; O -0.005; O -0.005; O 0.100; O -0.243; C -0.389

***

(7)
Formula: C5H32B2ClNO9
Source: OMol25
Level of theory: ωB97M-V/def2-TZVPD

Calculated values
E_LUMO: -0.90 eV
Highest occupied orbital energy: -9.22 eV
HOMO-LUMO gap: 8.33 eV
Relative energy (zero: lowest compared OMol25 entry of this formula, charge and spin): 0.0 kJ/mol

Geometry as ORCA input:
```
! RIJCOSX wB97M-V def2-TZVPD def2/J DEFGRID3
* xyz 0 1
O -2.733 2.384 2.175
H -2.633 3.293 1.833
H -1.935 1.829 1.888
H -3.577 1.979 1.844
O 1.132 1.621 -0.828
H 0.411 1.388 -0.142
H 1.111 0.834 -1.444
H 0.876 2.459 -1.246
O -1.251 -1.484 2.689
H -0.605 -1.321 3.392
H -2.212 -1.145 2.770
H -0.886 -1.066 1.872
Cl -1.271 -3.075 0.163
O -2.553 -3.604 0.484
O -1.199 -1.621 0.220
O -0.310 -3.531 1.155
O -0.916 -3.494 -1.162
B -3.875 -0.140 2.301
H -3.773 -1.242 2.660
H -3.646 0.489 3.255
H -3.029 0.029 1.520
H -4.907 0.120 1.855
B -0.301 0.891 1.530
H 0.065 1.992 1.604
H 0.620 0.193 1.532
H -0.970 0.778 2.458
H -0.892 0.651 0.562
C 2.914 2.434 3.111
O 1.732 2.436 3.903
H 3.609 3.156 3.543
H 3.432 1.480 3.217
H 2.659 2.743 2.099
H 0.963 2.089 3.444
C 0.617 -0.552 -4.602
C 0.422 -1.140 -3.231
C 1.694 -1.553 -2.493
O 2.472 -0.416 -2.135
C 3.682 -0.363 -2.877
N -0.377 -0.210 -2.438
H 1.301 -1.264 -5.081
H 1.037 0.454 -4.663
H -0.300 -0.558 -5.194
H -0.197 -2.036 -3.370
H 2.207 -2.433 -2.888
H 1.330 -2.041 -1.576
H 4.447 -1.072 -2.559
H 4.044 0.667 -2.807
H 3.456 -0.453 -3.945
H -0.632 -0.661 -1.560
H -1.253 0.088 -2.844
*
```

Here are the Löwdin charges for atoms 1 to 8, given in e: O 0.180; H 0.173; H 0.055; H 0.120; O 0.196; H 0.054; H 0.110; H 0.166

***

(8)
Formula: C5H7NO
Source: OMol25
Level of theory: ωB97M-V/def2-TZVPD

Calculated values
E_LUMO: 0.80 eV
Highest occupied orbital energy: -9.25 eV
HOMO-LUMO gap: 10.05 eV
Relative energy (zero: lowest compared OMol25 entry of this formula, charge and spin): 104.2 kJ/mol

Geometry as ORCA input:
```
! RIJCOSX wB97M-V def2-TZVPD def2/J DEFGRID3
* xyz 0 1
C 1.254 -0.009 1.424
C 0.253 -0.541 0.386
C -0.917 0.404 0.210
C -1.602 0.723 -0.893
O -1.446 0.314 -2.168
C 0.952 -0.805 -0.882
N 1.483 -1.005 -1.892
H 2.078 -0.712 1.578
H 0.740 0.136 2.379
H 1.664 0.953 1.103
H -0.117 -1.517 0.732
H -1.253 0.872 1.131
H -0.650 -0.227 -2.281
H -2.438 1.414 -0.826
*
```

Here are the Löwdin charges for atoms 1 to 8, given in e: C -0.065; C -0.351; C -0.083; C -0.195; O 0.023; C -0.193; N 0.169; H 0.085

***

(9)
Formula: C2H3AgFOP
Source: OMol25
Level of theory: ωB97M-V/def2-TZVPD

Calculated values
E_LUMO (spin up / spin down): -6.93 / -6.93 eV
Highest occupied orbital energy (spin up / spin down): -12.35 / -13.41 eV
HOMO-LUMO gap (spin up / spin down): 5.42 / 6.49 eV
⟨S²⟩: 0.753
Relative energy (zero: lowest compared OMol25 entry of this formula, charge and spin): 0.0 kJ/mol

Geometry as ORCA input:
```
! RIJCOSX wB97M-V def2-TZVPD def2/J DEFGRID3
* xyz 1 2
P -0.582 -1.554 -0.144
F -1.734 -0.376 0.404
Ag -3.866 -0.963 2.054
O 0.232 1.246 -0.072
C 1.434 0.497 -0.006
C 0.282 0.027 -0.788
H 1.656 0.071 0.978
H 2.284 0.919 -0.548
H 0.292 0.133 -1.879
*
```

Here are the Löwdin charges for atoms 1 to 8, given in e: P 1.011; F -0.521; Ag 0.939; O -0.070; C -0.172; C -0.527; H 0.110; H 0.120

***

(10)
Formula: C4H11NS
Source: OMol25
Level of theory: ωB97M-V/def2-TZVPD

Calculated values
E_LUMO (spin up / spin down): -3.61 / -6.59 eV
Highest occupied orbital energy (spin up / spin down): -13.22 / -14.36 eV
HOMO-LUMO gap (spin up / spin down): 9.61 / 7.77 eV
⟨S²⟩: 0.759
Relative energy (zero: lowest compared OMol25 entry of this formula, charge and spin): 155.7 kJ/mol

Geometry as ORCA input:
```
! RIJCOSX wB97M-V def2-TZVPD def2/J DEFGRID3
* xyz 1 2
C 0.897 0.131 -1.522
S -0.682 0.817 -0.984
C -0.104 2.482 -0.494
H 1.718 0.298 -0.828
H 1.154 0.600 -2.473
H 0.841 -0.932 -1.751
H -0.970 2.898 0.007
H 0.771 2.394 0.148
H 0.221 3.021 -1.379
C -0.569 -2.485 1.469
C 0.628 -0.428 1.414
N 0.575 -1.596 1.627
H -0.603 -2.800 0.424
H -1.498 -2.040 1.811
H -0.401 -3.377 2.070
H 1.290 0.165 2.056
H -0.225 0.002 0.476
*
```

Here are the Löwdin charges for atoms 1 to 8, given in e: C -0.358; S 0.914; C -0.294; H 0.051; H 0.059; H 0.060; H 0.050; H 0.051

***

(11)
Formula: C4H5ClFNO
Source: OMol25
Level of theory: ωB97M-V/def2-TZVPD

Calculated values
E_LUMO: 0.51 eV
Highest occupied orbital energy: -9.38 eV
HOMO-LUMO gap: 9.90 eV
Relative energy (zero: lowest compared OMol25 entry of this formula, charge and spin): 401.9 kJ/mol

Geometry as ORCA input:
```
! RIJCOSX wB97M-V def2-TZVPD def2/J DEFGRID3
* xyz 0 1
C 1.912 -1.095 2.083
C -1.547 0.976 -0.632
C 1.688 -0.931 0.798
C -1.635 0.953 -2.088
N -1.396 0.739 0.498
O -1.181 0.865 1.693
F 2.687 -0.374 0.020
Cl 0.499 -1.763 -0.160
H 2.817 -0.624 2.412
H 1.345 -1.509 2.895
H -0.770 0.720 -2.702
H -2.067 2.000 -2.411
H -2.351 0.041 -2.405
*
```

Here are the Löwdin charges for atoms 1 to 8, given in e: C 0.014; C -0.080; C -0.762; C -0.086; N -0.151; O -0.033; F -0.037; Cl 0.693

***

(12)
Formula: C2H12O6
Source: OMol25
Level of theory: ωB97M-V/def2-TZVPD

Calculated values
E_LUMO: 0.58 eV
Highest occupied orbital energy: -10.47 eV
HOMO-LUMO gap: 11.05 eV
Relative energy (zero: lowest compared OMol25 entry of this formula, charge and spin): 0.0 kJ/mol

Geometry as ORCA input:
```
! RIJCOSX wB97M-V def2-TZVPD def2/J DEFGRID3
* xyz 0 1
O -0.004 -1.378 -0.483
C 0.382 -0.680 -1.412
O -0.434 0.083 -2.092
C 1.826 -0.564 -1.772
H -1.346 0.028 -1.723
H 1.954 -0.159 -2.773
H 2.275 -1.546 -1.715
H 2.268 0.151 -1.078
H 1.298 -0.185 2.298
H 0.542 -0.630 1.133
O 0.457 0.027 1.862
H -3.491 0.411 -0.530
H -2.445 -0.571 0.147
O -2.662 -0.059 -0.652
H -1.479 0.131 2.041
H -2.230 -1.134 2.400
O -2.375 -0.237 2.077
H 1.246 1.668 1.117
H 2.138 2.792 0.488
O 2.081 1.850 0.669
*
```

Here are the Löwdin charges for atoms 1 to 8, given in e: O 0.034; C -0.577; O 0.126; C 0.021; H 0.076; H 0.087; H 0.089; H 0.071